{
  "formula": "C5H13P",
  "method": "ωB97M-V/def2-TZVPD",
  "symbols": ["C", "C", "C", "C", "C", "P", "H", "H", "H", "H", "H", "H", "H", "H", "H", "H", "H", "H", "H"],
  "positions_angstrom": [[1.681, -1.019, 0.569], [0.332, -0.019, -1.465], [1.094, 1.433, 0.634], [-1.934, -0.496, 0.996], [0.820, 0.109, 0.008], [-3.078, -0.009, -0.242], [1.420, -2.091, 0.275], [1.560, -0.963, 1.681], [2.729, -1.017, 0.160], [0.606, -0.879, -1.970], [0.558, 0.847, -2.031], [-0.859, 0.105, -1.368], [0.533, 2.275, 0.269], [0.903, 1.264, 1.609], [2.098, 1.725, 0.670], [-1.944, -1.596, 1.075], [-2.012, 0.099, 1.949], [-2.999, -1.015, -1.176], [-2.196, 0.709, -1.155]],
  "forces_ev_per_a": [[-0.6, -1.2, -0.1], [-2.7, 2.2, 3.7], [-1.0, -0.5, -2.3], [-0.1, -0.3, 1.0], [0.2, -1.5, -2.5], [0.0, 1.5, -0.6], [-0.5, 1.5, 0.3], [0.9, -0.2, -0.8], [-0.5, 0.7, 0.9], [0.4, -1.8, -0.8], [0.7, 0.9, -0.7], [2.6, -0.8, -0.7], [-0.5, 0.1, -0.2], [-1.0, 0.0, 3.6], [2.0, 0.2, -0.6], [0.5, 0.6, 0.5], [0.4, -0.8, -1.0], [0.0, -1.1, -0.2], [-0.7, 0.4, 0.6]],
  "orbital_gap_ev": [7.053, 8.778],
  "de_lowest_kcal_mol": 106.07,
  "total_energy_ha": -539.46179,
  "molar_mass_g_mol": 104.1,
  "e_lumo_ev": [-0.17, 0.85]
}